No. 1
34
Properties=species:S:1:pos:R:3 method="wB97M-V/def2-TZVPD" smiles=COC[C@H](C)[NH2+]Cc1ccccc1C total_energy_ev=-16299.860 homo_energy_ev=-12.523 charge=+1 lumo_energy_ev=-2.54 max_force_ev_per_a=0.70
C -4.23264 -0.71782 -0.53629
O -3.46539 0.47596 -0.50264
C -2.80607 0.74111 0.71685
C -1.34491 0.24063 0.63083
C -0.46136 0.83693 1.70804
N -0.89730 0.62231 -0.74265
C 0.13533 -0.23447 -1.39130
C 1.49690 0.03124 -0.80000
C 2.04076 1.30053 -0.98227
C 3.27333 1.62826 -0.45224
C 3.97841 0.67469 0.26312
C 3.44974 -0.59129 0.43359
C 2.20750 -0.93818 -0.08853
C 1.68176 -2.32797 0.11398
H -4.67756 -0.76158 -1.52750
H -3.61130 -1.60313 -0.37276
H -5.02609 -0.68916 0.21266
H -3.32001 0.28465 1.56547
H -2.81471 1.82776 0.84922
H -1.32986 -0.85176 0.68315
H -0.45644 1.92305 1.64950
H -0.84009 0.55703 2.68700
H 0.56016 0.47620 1.62446
H -1.79434 0.61286 -1.28265
H -0.53944 1.58532 -0.71946
H -0.15754 -1.27734 -1.28029
H 0.14435 0.01134 -2.45668
H 1.50353 2.03714 -1.56599
H 3.68352 2.61370 -0.60380
H 4.94401 0.91456 0.67871
H 4.01197 -1.33163 0.98153
H 2.40326 -2.91990 0.66901
H 0.74982 -2.32791 0.67874
H 1.51073 -2.82315 -0.84079

No. 2
22
Properties=species:S:1:pos:R:3 method="wB97M-V/def2-TZVPD" smiles="C=CS(=O)(=O)F.C=NN(C)C" total_energy_ev=-25986.656 homo_energy_ev=-8.566 lumo_energy_ev=0.33 max_force_ev_per_a=3.28
C 0.15884 0.00509 1.04192
C -0.81196 -0.83613 1.51712
S -0.51471 -2.48186 1.98705
O 0.01568 -2.61814 3.31628
O -0.02277 -3.28930 0.89443
F -2.08728 -2.94838 2.11081
H 0.16917 1.03815 1.45633
H 1.08170 -0.48041 0.73823
H -1.75404 -0.47221 1.95540
C -1.49373 1.95969 -0.37532
N -0.25836 1.92405 -0.70434
N 0.55845 0.78612 -0.78832
C 0.12122 -0.28966 -1.74054
C 1.95687 1.23750 -1.16400
H -1.97647 2.92502 -0.59895
H -2.09043 1.14507 0.09549
H 0.88174 -1.10113 -1.65830
H -0.89575 -0.65636 -1.48193
H 0.13553 0.09065 -2.79857
H 2.64286 0.38233 -1.04799
H 1.95223 1.58093 -2.21569
H 2.23118 2.09899 -0.53912

No. 3
102
Properties=species:S:1:pos:R:3 method="wB97M-V/def2-TZVPD" total_energy_ev=-148355.957 homo_energy_ev=-9.856 charge=+1 lumo_energy_ev=-3.92 max_force_ev_per_a=2.00
Bi 11.25875 17.19439 10.16185
O 13.74754 20.71795 10.93366
S 13.38380 19.78346 9.81793
O 15.49562 17.59876 12.74072
N 11.75038 19.51270 9.77282
C 10.81747 20.49147 9.91037
C 10.99137 21.83866 9.60052
C 9.95182 22.74131 9.82418
C 8.70988 22.33174 10.26453
C 8.47464 20.96687 10.53472
C 7.21789 20.45867 10.97678
C 7.11537 19.13612 11.21662
C 8.22080 18.28228 11.00311
N 9.39127 18.72390 10.66402
C 9.54201 20.05741 10.36281
C 13.70494 20.59309 8.29558
C 14.41550 21.80114 8.25057
C 14.97258 22.16881 7.05021
C 14.79684 21.41985 5.89593
C 14.00938 20.27748 5.90072
C 13.50007 19.83426 7.13679
H 11.92353 22.21847 9.27156
H 10.00312 23.80766 9.61282
H 7.95510 23.10039 10.38923
H 6.39200 21.15899 11.06207
H 6.16275 18.62747 11.37159
H 8.15968 17.23550 11.27315
H 14.54527 22.40088 9.17403
H 15.51758 23.11839 6.93297
H 15.21417 21.71107 4.96000
H 13.84921 19.79735 4.94328
H 12.87546 18.92604 7.16689
C 13.63590 10.28847 11.91061
C 12.89580 10.25633 10.60803
C 12.65266 9.03022 9.97612
C 11.99730 8.94183 8.73407
C 11.69141 10.11755 8.07113
C 11.88495 11.32019 8.70502
C 12.44534 11.41288 9.98071
N 12.72495 12.68376 10.59652
C 11.94955 13.79328 10.63092
N 10.59610 13.56698 10.43010
C 9.60376 14.29130 9.70508
C 9.59613 15.67733 9.50122
C 8.62194 16.23867 8.67806
C 7.66371 15.44878 8.01996
C 7.63596 14.09041 8.29175
C 8.59475 13.49897 9.13977
C 8.55346 12.01580 9.35717
N 12.40397 14.98508 10.87039
C 13.86245 15.16198 10.89046
C 14.51097 14.41838 12.03988
C 15.71148 13.85730 11.92939
C 16.55442 13.85935 10.68732
C 15.75037 14.34200 9.50596
C 14.54361 14.89297 9.56066
C 13.82996 15.31634 8.33205
H 13.94777 9.29394 12.19707
H 13.03211 10.67601 12.75106
H 14.55565 10.88276 11.90955
H 12.95754 8.11836 10.52848
H 11.76927 7.99858 8.26739
H 11.25245 10.11378 7.09890
H 11.61387 12.27382 8.20482
H 13.64137 12.75823 11.05165
H 10.42978 12.57417 10.45107
H 8.54363 17.30434 8.56235
H 6.86369 15.87183 7.36884
H 6.89940 13.45510 7.83154
H 7.59895 11.55888 8.99008
H 8.64809 11.73580 10.38842
H 9.33430 11.45559 8.82919
H 13.93507 14.33590 12.96248
H 16.11723 13.34365 12.80245
H 16.81214 12.82291 10.46777
H 16.17828 14.14576 8.53196
H 14.51418 15.35962 7.49826
H 13.38187 16.34885 8.42767
H 12.98045 14.61505 8.10922
Se 9.41319 14.81840 14.57182
N 10.42065 15.75225 15.65938
C 11.00758 16.69723 14.92866
C 11.81601 17.72725 15.43456
C 12.24126 18.69015 14.55010
C 11.96535 18.57408 13.15726
N 11.22543 17.59089 12.65750
C 10.66892 16.67764 13.50524
N 9.80176 15.74819 13.15016
H 12.02510 17.79184 16.49698
H 12.79633 19.55764 14.85782
H 12.31908 19.29950 12.44823
C 18.50403 15.06237 9.71589
N 17.79643 14.67058 10.94243
C 18.70334 13.94179 11.81003
C 14.80020 17.13250 11.91653
N 14.01096 16.57939 11.16739
H 18.87601 14.18280 9.16084
H 19.34222 15.72684 10.01118
H 17.85526 15.62346 9.07375
H 19.06870 12.99329 11.39477
H 18.30306 13.78359 12.84146
H 19.50947 14.61828 11.94650

No. 4
10
Properties=species:S:1:pos:R:3 method="wB97M-V/def2-TZVPD" spin_multiplicity=3 total_energy_ev=-12282.118 homo_energy_ev="-7.118 / -9.093" lumo_energy_ev="-1.75 / -1.71" max_force_ev_per_a=6.54
O 1.83023 -1.35328 1.14832
C 1.21031 -0.18669 1.02002
C -0.04018 -0.02495 0.44409
C -0.23149 0.87024 -0.63200
C -1.47253 1.20993 -1.17807
O -2.62272 1.06660 -0.66530
H -0.66461 -0.94134 0.46254
H -1.42756 1.77793 -2.13971
Ag 2.09693 -2.24394 -0.66394
H 1.32162 -0.17451 2.20405

No. 5
20
Properties=species:S:1:pos:R:3 method="wB97M-V/def2-TZVPD" total_energy_ev=-49823.796 homo_energy_ev=-3.676 charge=-1 lumo_energy_ev=2.60 max_force_ev_per_a=3.15
C 1.73511 0.81079 0.16911
C 0.66145 1.36647 -0.43434
C 0.44724 -1.13432 0.51369
C 1.63773 -0.49548 0.57058
C -0.77198 -0.63501 0.06685
C -0.58925 0.74587 -0.35713
C 2.89936 -1.26180 0.94463
O -3.14855 0.35332 -1.24920
O -2.59273 2.58987 -0.56183
O -1.64252 1.65611 -2.63628
P -4.04042 -0.36770 -0.12652
S -1.94550 1.47134 -1.21904
I -3.12070 0.31577 1.99111
I -3.39475 -2.67081 -0.53234
H 2.77017 1.26616 0.17556
H 0.72500 2.35172 -0.77436
H 0.48689 -2.25976 0.51774
H 3.81429 -0.56243 1.24189
H 2.89147 -1.98463 1.77058
H 3.17769 -1.55546 -0.07070

No. 6
11
Properties=species:S:1:pos:R:3 method="wB97M-V/def2-TZVPD" smiles="C[C@@H](S)C=O" total_energy_ev=-16088.446 homo_energy_ev=-9.265 lumo_energy_ev=0.19 max_force_ev_per_a=7.11
C -0.73501 0.95479 -0.36794
C -0.03348 -0.22988 0.32083
S -1.08119 -1.58339 -0.03079
C 1.35052 -0.34449 0.25893
O 2.01630 -1.20746 -0.42108
H -1.76256 1.19474 -0.00024
H -0.03824 1.95266 -0.27904
H -0.94953 1.07969 -1.40380
H -0.27445 0.34622 1.42804
H -0.33070 -2.67833 -0.32338
H 1.83834 0.51546 0.81847